Formula: C7H14O
Source: the Open Molecules 2025 dataset
Level of theory: wB97M-V/def2-TZVPD

Output
SMILES string ... C=C(C)/C(C)=C/C.O
Max |F| ... 4.678 eV Å⁻¹
HOMO-LUMO gap ... 0.3391 Eh

ORCA input file:
```
! wB97M-V def2-TZVPD RIJCOSX def2/J DEFGRID3
* xyz 0 1
H 1.101 0.974 -3.151
H -1.859 -2.848 -0.147
C 1.245 -1.091 -0.305
C -1.770 -1.956 -0.659
C 0.035 -0.402 0.185
H -2.789 -1.632 -0.909
H -0.819 0.199 2.766
H 0.807 0.688 3.042
H 1.012 2.841 0.998
H 2.095 -0.464 0.203
H 1.248 -2.129 -0.056
H 1.450 -1.248 -1.270
O 0.506 1.710 -3.111
H -2.030 -0.236 0.488
C -0.009 0.909 2.427
H -0.382 1.610 -2.748
H -1.327 -2.301 -1.574
H 1.591 1.703 -0.490
H -0.172 1.840 2.752
C 0.343 0.801 0.975
C 0.959 1.898 0.507
C -1.235 -0.866 0.075
*
```

=====

Formula: C3H7N2O2
Source: the Open Molecules 2025 dataset
Level of theory: wB97M-V/def2-TZVPD

Output
Max |F| ... 0.862 eV Å⁻¹
HOMO-LUMO gap ... 0.3210 Eh

ORCA input file:
```
! wB97M-V def2-TZVPD RIJCOSX def2/J DEFGRID3
* xyz -1 1
O 1.794 1.273 -1.348
H -0.057 -2.780 -0.325
H -1.723 1.771 0.501
C -1.923 -0.200 0.157
H -0.138 0.998 0.437
H 3.304 1.497 -0.044
H 0.342 -1.197 -1.054
O 1.576 0.990 0.865
H 0.434 -1.394 0.695
C -0.116 -1.695 -0.198
N -1.187 0.925 0.436
N -1.535 -1.391 -0.085
H -3.002 -0.044 0.149
C 2.229 1.247 -0.185
*
```

=====

Summary of energy relative to the best compared isomer or geometry (same formula, charge and spin) in kJ/mol
320.73; 39.39
(order as listed above)